# C38H54F5N5O8P2STa

A molecular structure, C38H54F5N5O8P2STa in a non-equilibrium geometry (wB97M-V/def2-TZVPD, the Open Molecules 2025 dataset).

```
114
Properties=species:S:1:pos:R:3:lowdin_charge:R:1
Ta -0.5140 -1.1191 0.4533 1.76
N 0.9294 -1.4017 1.8917 -0.21
C 1.1634 -2.7741 2.3901 -0.23
C -0.1558 -3.3781 2.5407 -0.18
N -1.2053 -2.5015 1.9646 -0.18
C -2.5661 -3.2040 1.7981 -0.11
C -3.2324 -2.8620 0.4866 -0.18
N -2.2472 -2.3333 -0.5862 -0.05
H 1.7980 -1.0330 1.5306 0.09
H 0.8642 -0.3207 3.2800 0.12
H 1.6751 -2.8383 3.3193 0.12
H 1.8367 -3.2944 1.6764 0.11
H -0.3158 -3.6417 3.6026 0.16
H -0.2236 -4.3545 1.9650 0.15
H -1.3312 -1.7920 2.6721 0.11
H -3.2085 -2.9896 2.6457 0.14
H -2.3344 -4.2910 1.7681 0.13
H -3.9017 -2.0046 0.6655 0.08
H -3.8526 -3.6888 0.1433 0.13
H -2.7340 -1.7035 -1.2161 0.06
H -1.8936 -3.1738 -0.9862 0.04
C -0.8600 -4.3843 -4.9244 -0.03
C -0.9264 -3.9943 -3.4837 -0.33
C -1.5439 -5.1263 -2.7250 -0.05
O 0.5285 -3.5837 -3.0089 -0.14
P 1.2395 -2.9513 -1.8166 0.58
O 0.4502 -2.6624 -0.4338 -0.44
C 2.1592 -1.4181 -2.1007 -0.18
P 1.0529 -0.0181 -2.3563 0.53
O -0.2523 -0.3059 -1.5149 -0.42
O 1.7387 1.2361 -1.7617 -0.18
C 2.6597 2.1966 -2.4530 -0.38
C 2.1899 3.6013 -2.0214 -0.01
C 4.0743 1.8950 -2.0961 -0.04
O 0.8159 0.1293 -3.8822 -0.17
C 0.2255 1.0781 -5.0111 -0.32
C -1.0620 0.4615 -5.4657 -0.03
C 1.1739 1.3221 -6.1285 -0.04
O 2.3285 -3.9928 -1.4397 -0.22
C 2.3014 -5.5037 -1.2348 -0.36
C 2.9985 -5.7081 0.0882 -0.02
C 3.0010 -5.9610 -2.5016 -0.02
H -1.8204 -4.7743 -5.2538 0.11
H -0.0989 -5.1689 -4.9947 0.11
H -0.6641 -3.4993 -5.5698 0.10
H -1.4263 -3.0331 -3.3289 0.13
H -1.1760 -6.0522 -3.1691 0.10
H -2.6533 -5.1079 -2.7864 0.12
H -1.2556 -5.1979 -1.6647 0.08
H 2.7387 -1.5769 -3.0118 0.11
H 2.8214 -1.2743 -1.2810 0.09
H 2.5143 2.0586 -3.5437 0.12
H 1.9267 3.5546 -0.9850 0.07
H 1.3218 3.9600 -2.6136 0.10
H 3.0433 4.2904 -2.1363 0.10
H 4.3447 1.9168 -1.0391 0.10
H 4.7452 2.7519 -2.4437 0.13
H 4.4172 0.9633 -2.5523 0.08
H 0.0557 2.0306 -4.5242 0.14
H -0.9791 -0.3989 -6.1101 0.09
H -1.6092 1.2446 -6.0134 0.12
H -1.6006 0.0928 -4.6268 0.06
H 1.3157 0.4348 -6.7832 0.11
H 2.1728 1.6153 -5.7162 0.10
H 0.8128 2.1100 -6.7892 0.11
H 1.2126 -5.7145 -1.1527 0.14
H 3.8882 -5.0378 0.1618 0.11
H 3.2600 -6.7939 0.0670 0.12
H 2.3346 -5.4842 0.9143 0.06
H 3.8758 -5.2887 -2.6330 0.11
H 2.3016 -5.7909 -3.3478 0.09
H 3.2315 -7.0205 -2.4447 0.10
F -6.1776 3.7259 -1.9486 0.15
C -5.1436 3.0145 -1.4238 -0.07
C -5.0354 1.6562 -1.7870 -0.09
F -6.0066 1.0885 -2.5424 0.13
C -3.9343 0.9141 -1.3705 -0.26
F -3.7187 -0.3230 -1.7950 0.07
C -3.0535 1.4446 -0.4644 -0.41
S -2.5462 0.3164 0.8752 0.73
C -3.1647 2.7791 -0.1655 -0.21
F -2.1842 3.2912 0.6431 0.07
C -4.1564 3.5926 -0.6494 -0.13
F -4.2797 4.8787 -0.3409 0.17
O 0.2711 0.9073 0.9720 -0.18
C 0.4912 1.3922 2.1014 -0.44
N 0.4316 2.7232 2.3158 0.24
C 0.3848 3.0020 3.8019 -0.22
C 0.5368 1.5274 4.3459 -0.37
O 0.4365 1.2099 5.5276 0.14
N 0.7113 0.7046 3.3045 0.21
C -0.9423 3.6273 4.1569 -0.18
C -2.0596 2.8673 4.4338 -0.04
C -3.2485 3.4491 4.8662 -0.06
C -3.4400 4.8253 4.7054 -0.06
C -2.3667 5.6231 4.3038 -0.05
C -1.1230 5.0313 4.1409 -0.02
C 1.5089 3.7678 4.4666 -0.16
C 1.4429 4.1763 5.8552 -0.01
C 2.4969 4.8071 6.4596 -0.06
C 3.6897 4.9877 5.7762 -0.06
C 3.7573 4.6836 4.4183 -0.07
C 2.6726 4.0843 3.7679 -0.04
H 0.0824 3.3537 1.6271 0.15
H -2.0495 1.8020 4.1942 0.11
H -4.0316 2.8827 5.3770 0.12
H -4.4638 5.1547 4.9588 0.12
H -2.4432 6.7074 4.2076 0.12
H -0.3029 5.7079 3.8669 0.13
H 0.6035 3.7864 6.3913 0.12
H 2.3740 5.1568 7.5029 0.13
H 4.6133 5.4702 6.1976 0.13
H 4.6543 4.8453 3.8734 0.10
H 2.8184 3.9379 2.6907 0.10
```

Highest occupied orbital energy (eV): -14.26
Molecular weight (g/mol): 1078.830
Total charge: +3
Relative energy (zero: lowest compared OMol25 entry of this formula, charge and spin) (eV): 0.000
Frontier orbital gap (eV): 4.89